Molecular formula: C2H8N2O
Method: DFT, ωB97M-V with the def2-TZVPD basis set

XYZ file:
```
13
Properties=species:S:1:pos:R:3:mulliken_charge:R:1
O 4.6335 -3.5398 0.6289 -0.370
C 3.7264 -4.3057 0.4655 -0.055
H 3.9269 -5.3692 0.6764 0.225
H 2.7284 -4.0032 0.1111 0.199
N -0.7812 2.8228 -0.2812 -0.485
C -1.5284 1.6340 -0.5259 -0.166
N -2.7125 1.6808 0.2936 -0.296
H -0.5999 2.9602 0.7086 0.297
H 0.1447 2.6858 -0.6941 0.294
H -0.9795 0.6926 -0.3934 0.389
H -1.8932 1.6261 -1.5735 0.339
H -3.4867 2.3091 0.0407 0.314
H -3.1785 0.8066 0.5433 0.314
```

⟨S²⟩: 0.7558
Total charge: +1
ΔE to the lowest compared entry with this formula, charge and spin in kcal per mole: 68.9
Highest occupied orbital energy (alpha / beta) in eV: -12.0 / -12.0
Frontier orbital gap (alpha / beta) in eV: 8.4 / 2.7
Spin multiplicity: 2

=====

Molecular formula: C4H10O3
Method: DFT, ωB97M-V with the def2-TZVPD basis set

XYZ file:
```
17
Properties=species:S:1:pos:R:3:mulliken_charge:R:1
O -1.1293 0.7435 0.7453 -0.616
C -0.0669 0.2863 -0.1366 0.510
C 0.4161 -1.0846 0.3256 -0.796
C 1.9130 -1.0395 0.0801 -0.316
O 2.2565 0.2669 -0.4787 -0.404
C 1.2042 1.1795 -0.1616 -0.634
H -1.4198 1.7107 0.6489 0.305
H -0.4300 0.2242 -1.1722 0.173
H 0.2275 -1.1419 1.3545 0.339
H -0.1036 -1.9731 -0.0790 0.315
H 2.4461 -1.2026 1.0319 0.218
H 2.3506 -1.6736 -0.6699 0.287
H 1.1872 1.9681 -0.8937 0.338
H 1.3382 1.6822 0.8116 0.272
O -3.5051 -0.4631 -0.4551 -0.618
H -3.0396 -0.0708 0.3004 0.328
H -4.3324 0.0471 -0.4692 0.299
```

ΔE to the lowest compared entry with this formula, charge and spin in kcal per mole: 36.5
Highest occupied orbital energy in eV: -9.8
Frontier orbital gap in eV: 10.4

=====

Molecular formula: C3H8Cl2NP
Method: DFT, ωB97M-V with the def2-TZVPD basis set

XYZ file:
```
15
Properties=species:S:1:pos:R:3:mulliken_charge:R:1
C 1.7056 -0.9168 -0.2769 -1.576
C 0.2842 -0.6637 -0.6468 0.134
C -0.3596 0.1002 0.4717 -0.494
P 0.2124 1.8252 0.9851 -0.035
N -1.8320 0.2589 0.4632 -0.181
Cl -2.6509 -1.2812 0.6164 -0.094
Cl -2.3243 0.9575 -1.0155 -0.058
H 1.8249 -1.0789 0.7274 0.478
H 1.9936 -1.7662 -0.8671 0.352
H 2.3333 -0.1253 -0.3893 0.457
H 0.2714 -0.0795 -1.6951 0.254
H -0.3494 -1.6698 -0.7989 0.292
H -0.3706 -0.2772 1.4937 0.377
H 0.3072 2.3051 -0.2973 0.015
H -1.0459 2.4117 1.2294 0.078
```

ΔE to the lowest compared entry with this formula, charge and spin in kcal per mole: 83.3
Highest occupied orbital energy in eV: -9.3
Frontier orbital gap in eV: 9.7

=====

Molecular formula: C41H42IN4O4S4Tl
Method: DFT, ωB97M-V with the def2-TZVPD basis set

XYZ file:
```
97
Properties=species:S:1:pos:R:3:mulliken_charge:R:1
Tl 0.3834 0.0127 0.2433 2.468
C 3.9872 -0.8357 -0.8061 -1.474
N 3.2144 -0.2354 0.2883 1.295
C 3.6099 1.1457 0.5350 -1.316
C 2.9706 2.0423 -0.5160 -1.056
N 1.5471 2.3248 -0.2540 1.761
C 0.9460 2.9525 -1.4463 -0.882
C 1.3651 3.1503 0.9333 -0.628
C 1.6038 4.5233 0.8351 -0.750
C 1.3972 5.3764 1.9023 -0.953
C 0.9217 4.8576 3.0992 -0.787
C 0.6920 3.5008 3.2160 -0.755
C 0.9363 2.6156 2.1530 0.354
S 0.6921 0.9175 2.5318 0.014
C 3.1471 -1.1074 1.4190 -0.498
C 3.9237 -0.9138 2.5565 -0.402
C 3.7899 -1.7476 3.6543 -0.849
C 2.8622 -2.7831 3.6295 -0.712
C 2.0766 -2.9752 2.5040 -0.867
C 2.2109 -2.1533 1.3822 0.701
S 1.1646 -2.3862 -0.0265 -0.312
H 5.0432 -0.9241 -0.5216 0.216
H 3.9253 -0.2120 -1.6966 0.520
H 3.5918 -1.8198 -1.0430 0.339
H 4.6990 1.2791 0.5154 0.433
H 3.2552 1.4354 1.5224 0.546
H 3.0127 1.5609 -1.4951 0.479
H 3.5354 2.9786 -0.5811 0.433
H 1.5006 3.8359 -1.7734 0.511
H -0.0769 3.2467 -1.2219 0.400
H 0.9365 2.2292 -2.2578 -0.356
H 1.9615 4.9344 -0.1007 0.344
H 1.5970 6.4355 1.7969 0.433
H 0.7213 5.5100 3.9409 0.439
H 0.3144 3.0908 4.1465 0.573
H 4.6364 -0.0982 2.5912 0.421
H 4.4089 -1.5863 4.5287 0.408
H 2.7382 -3.4270 4.4910 0.419
H 1.3339 -3.7653 2.4819 0.481
I -3.6769 3.7535 2.9544 0.209
C -3.1168 2.9322 1.1447 -0.933
C -3.8528 3.1065 -0.0089 -0.596
C -3.4503 2.4440 -1.1624 -1.278
C -2.3201 1.6543 -1.1210 -0.277
N -1.5944 1.5002 -0.0048 1.291
C -1.9978 2.1110 1.1124 -0.353
H -4.7309 3.7402 -0.0089 0.441
H -4.0075 2.5434 -2.0848 0.539
H -1.9757 1.1329 -1.9996 0.247
H -1.4166 1.9300 2.0066 0.664
N -1.6330 -1.2921 1.0802 0.359
C -2.2908 -0.8927 2.2888 0.206
C -3.5330 -0.2703 2.2467 -0.416
C -4.1410 0.1332 3.4240 -1.048
C -3.5073 -0.0680 4.6494 -0.173
C -2.2661 -0.6880 4.6817 -0.773
C -1.6567 -1.0999 3.5030 0.149
S -4.3340 0.4117 6.1697 1.305
O -4.5846 1.8350 5.9944 -0.650
O -3.3613 0.0917 7.2011 -0.731
O -5.5358 -0.4058 6.1671 -0.697
H -1.1021 -2.1493 1.1837 0.519
H -2.2777 -1.3971 0.3028 -0.991
H -4.0272 -0.1253 1.2874 0.501
H -5.1225 0.5939 3.4161 0.472
H -1.7920 -0.8451 5.6430 0.577
H -0.6795 -1.5819 3.5198 0.387
O 0.3060 -0.0099 -2.2750 -0.890
S -0.5306 -0.1497 -3.5335 0.489
C 0.6419 -0.0140 -4.9214 -1.305
C 1.5854 -1.1713 -5.0728 0.022
C 1.4635 -2.0442 -6.1498 -0.332
C 2.3007 -3.1475 -6.2597 -0.746
C 3.2626 -3.3889 -5.2878 -0.485
C 3.3885 -2.5206 -4.2104 -0.600
C 2.5572 -1.4154 -4.1058 1.220
C -0.9675 -1.8835 -3.6583 -1.200
C -1.9923 -2.2488 -2.6120 0.436
C -3.2226 -1.5967 -2.5371 -0.154
C -4.1585 -1.9660 -1.5815 -0.740
C -3.8822 -3.0071 -0.7013 -0.418
C -2.6602 -3.6621 -0.7723 -1.022
C -1.7136 -3.2742 -1.7140 -0.036
H 1.1596 0.9155 -4.6802 0.469
H 0.0311 0.1446 -5.8115 0.523
H 0.7091 -1.8599 -6.9086 0.390
H 2.2000 -3.8188 -7.1041 0.394
H 3.9133 -4.2518 -5.3700 0.411
H 4.1385 -2.7046 -3.4493 0.418
H 2.6339 -0.7521 -3.2539 -0.416
H -0.0456 -2.4522 -3.5366 0.423
H -1.3457 -2.0143 -4.6785 0.695
H -3.4554 -0.7990 -3.2374 0.437
H -5.1082 -1.4479 -1.5263 0.426
H -4.6140 -3.3002 0.0409 0.405
H -2.4354 -4.4679 -0.0845 0.460
H -0.7516 -3.7755 -1.7522 0.387
```

ΔE to the lowest compared entry with this formula, charge and spin in kcal per mole: 0.0
Highest occupied orbital energy in eV: -7.1
Frontier orbital gap in eV: 6.0

=====

Molecular formula: C2H6NOS
Method: DFT, ωB97M-V with the def2-TZVPD basis set

XYZ file:
```
11
Properties=species:S:1:pos:R:3:mulliken_charge:R:1
C -0.3712 -2.0879 -0.4873 -0.368
C 0.3473 -1.9430 0.4578 -0.481
N 0.9128 1.4154 0.0312 -0.453
O -1.6565 1.0064 -0.1527 -0.433
S -2.7970 0.0853 0.0913 0.387
H -0.9591 -2.2633 -1.3406 0.444
H 0.9627 -1.8480 1.3043 0.427
H 1.3728 0.5212 -0.1697 0.347
H -0.1498 1.2413 0.0060 0.348
H 1.1445 2.1041 -0.6899 0.394
H 1.1934 1.7685 0.9497 0.387
```

Total charge: +1
ΔE to the lowest compared entry with this formula, charge and spin in kcal per mole: 51.7
Highest occupied orbital energy (alpha / beta) in eV: -13.7 / -13.7
Frontier orbital gap (alpha / beta) in eV: 7.8 / 7.8

=====

Molecular formula: C17H30N12O4PS
Method: DFT, ωB97M-V with the def2-TZVPD basis set

XYZ file:
```
65
Properties=species:S:1:pos:R:3:mulliken_charge:R:1
C 0.5077 -1.5596 -1.8103 -0.734
S 1.1867 -0.1354 -2.8162 1.021
O 2.1117 -0.6241 -3.9689 -0.585
O 2.0820 0.7074 -1.8264 -0.586
N -0.0008 0.9679 -3.4573 -0.140
C -1.2869 0.6749 -3.8366 0.166
N -1.9532 -0.6788 -3.7301 -0.171
C -3.3740 -0.4313 -4.2316 0.050
P -4.5409 -1.9436 -4.1701 0.875
N -5.6554 -1.7535 -2.9683 -0.635
O -3.5710 -3.3442 -3.7033 -0.524
O -5.2912 -2.1325 -5.7288 -0.517
N -3.5992 0.9943 -4.6836 -0.144
N -2.3644 1.6008 -4.4408 0.013
H 1.3869 -2.2932 -1.4769 0.370
H -0.1803 -2.2200 -2.5266 0.321
H -0.1589 -1.2198 -0.9087 0.251
H 0.3034 1.9806 -3.5760 0.291
H -5.4917 -0.8036 -2.5192 0.234
H -3.1962 -3.0571 -2.8004 0.301
H -6.1639 -1.6173 -5.7092 0.405
H -4.4898 1.3827 -5.0716 0.296
H -2.1775 2.6091 -4.6519 0.310
C -2.6381 -4.1555 0.8155 -0.598
C -2.9984 -2.9309 -0.0096 0.481
N -3.2974 -1.9150 -0.6941 -0.548
H -1.6099 -4.0716 1.1779 0.298
H -3.3120 -4.2391 1.6726 0.313
H -2.7274 -5.0571 0.2033 0.097
C 1.5857 -0.1237 1.9080 -0.561
C 2.0167 -1.5596 1.6577 0.203
N 2.3743 -2.7508 1.4500 -0.544
H 0.5411 0.0088 1.6132 0.331
H 1.6893 0.1170 2.9697 0.375
H 2.2095 0.5598 1.3255 0.191
C 5.2533 1.3999 3.9806 -0.479
C 3.7712 1.7140 4.1036 0.501
N 2.5417 1.9745 4.2057 -0.629
H 5.3887 0.3954 3.5704 0.308
H 5.7339 2.1236 3.3165 0.293
H 5.7278 1.4497 4.9645 -0.008
C 0.7493 3.8485 1.5773 -0.455
C -0.7213 4.2331 1.5839 0.308
N -1.9412 4.5520 1.5894 -0.472
H 1.3646 4.7314 1.3837 0.342
H 1.0284 3.4255 2.5463 0.220
H 0.9369 3.1057 0.7972 0.101
C -1.7665 -8.7630 0.9831 -0.733
C -2.9052 -7.7785 0.7719 0.495
N -3.8498 -6.9618 0.5967 -0.535
H -0.9593 -8.2845 1.5444 0.267
H -2.1236 -9.6315 1.5435 0.282
H -1.3788 -9.0974 0.0170 0.268
C -1.3461 6.1117 -1.5730 -0.544
C -1.1105 5.3141 -2.8453 0.481
N -0.9152 4.6524 -3.9007 -0.603
H -0.6166 5.8228 -0.8115 0.037
H -1.2420 7.1807 -1.7784 0.306
H -2.3530 5.9186 -1.1929 0.299
C 6.9857 4.0972 6.6788 -0.695
C 7.4167 2.6612 6.4285 0.404
N 7.7743 1.4701 6.2208 -0.469
H 5.9411 4.2297 6.3840 0.250
H 7.0893 4.3379 7.7405 0.284
H 7.6095 4.7807 6.0963 0.269
```

Total charge: +1
Highest occupied orbital energy in eV: -11.9
Frontier orbital gap in eV: 7.5

=====

Molecular formula: C18H28N2O5S
Method: DFT, ωB97M-V with the def2-TZVPD basis set

XYZ file:
```
54
Properties=species:S:1:pos:R:3:mulliken_charge:R:1
O -1.0322 -4.4330 -3.6429 -0.728
S -1.9954 -4.1626 -2.6175 1.255
O -3.3495 -4.5938 -2.7992 -0.734
C -1.9741 -2.4203 -2.2251 -0.215
C -3.0832 -1.8426 -1.6320 -0.254
C -3.0404 -0.5146 -1.2642 -0.921
C -1.8833 0.2418 -1.4837 0.725
O -1.9573 1.5402 -1.0949 -0.431
C -0.8939 2.4225 -1.3770 -1.069
C 0.3395 2.2258 -0.4742 0.908
O 1.4108 1.7401 -1.2472 -0.580
C 0.7636 3.5447 0.1996 -1.131
N 2.0708 3.3541 0.8045 0.206
C 2.0327 2.8016 2.1504 -0.969
C 1.6369 3.8232 3.2225 -0.506
C 2.5684 5.0313 3.1620 -0.709
C 2.5692 5.6084 1.7486 -0.476
C 2.9497 4.5100 0.7517 -1.086
C -0.7699 -0.3536 -2.0741 -0.313
C -0.8248 -1.6874 -2.4419 -0.767
N -1.4381 -4.9112 -1.2285 -0.012
C -0.0540 -4.6699 -0.8950 -0.401
C 0.3633 -5.6886 0.1687 -0.697
O -0.4711 -5.6059 1.3017 -0.393
C -1.8177 -5.8427 0.9599 -0.707
C -2.3062 -4.8287 -0.0776 -0.400
H -3.9702 -2.4390 -1.4901 0.500
H -3.8903 -0.0313 -0.8094 0.462
H -0.5782 2.3395 -2.4228 0.436
H -1.3239 3.4141 -1.2138 0.411
H 0.0799 1.4856 0.3011 0.085
H 2.2179 1.9967 -0.7717 0.420
H 0.8509 4.3067 -0.5788 0.572
H -0.0139 3.8580 0.9077 0.229
H 1.3422 1.9561 2.1612 0.303
H 3.0359 2.4219 2.3706 0.450
H 1.6866 3.3515 4.2049 0.353
H 0.6069 4.1490 3.0608 0.275
H 2.2518 5.7888 3.8817 0.347
H 3.5827 4.7204 3.4246 0.317
H 3.2792 6.4333 1.6732 0.372
H 1.5758 5.9930 1.5064 0.281
H 2.9514 4.9003 -0.2689 0.425
H 3.9607 4.1551 0.9794 0.395
H 0.1387 0.2038 -2.2322 0.457
H 0.0170 -2.1663 -2.9161 0.494
H 0.5280 -4.7928 -1.8077 0.405
H 0.0858 -3.6507 -0.4993 0.299
H 1.3766 -5.4895 0.5208 0.343
H 0.3111 -6.6988 -0.2614 0.361
H -2.3876 -5.7559 1.8863 0.345
H -1.9271 -6.8569 0.5501 0.361
H -3.3159 -5.0635 -0.4127 0.404
H -2.2856 -3.8181 0.3619 0.306
```

ΔE to the lowest compared entry with this formula, charge and spin in kcal per mole: 28.2
Highest occupied orbital energy in eV: -8.9
Frontier orbital gap in eV: 9.5

=====

Molecular formula: C3H6N2O
Method: DFT, ωB97M-V with the def2-TZVPD basis set

XYZ file:
```
12
Properties=species:S:1:pos:R:3:mulliken_charge:R:1
C -1.7179 -0.3267 -0.4810 -0.849
N -0.9376 0.8883 -0.1841 0.041
C 0.3268 1.0333 0.1641 -0.641
N 0.9836 -0.1379 0.2842 0.044
C 2.3132 -0.0970 0.6407 0.151
O 2.9903 -1.0856 0.7634 -0.534
H -2.2116 -0.6556 0.4279 0.319
H -2.4923 -0.0561 -1.1827 0.321
H -1.2891 -1.2534 -0.9136 0.270
H -1.2320 1.8230 -0.4458 0.304
H 0.5913 -1.0630 0.1265 0.218
H 2.6754 0.9305 0.8004 0.356
```

ΔE to the lowest compared entry with this formula, charge and spin in kcal per mole: 51.2
Highest occupied orbital energy in eV: -9.0
Frontier orbital gap in eV: 9.7